Density functional theory data (ωB97M-V/def2-TZVPD) for C28H48BrCaN3P2S as an isolated structure at a distorted geometry.

Geometry as XYZ:
```
84
C28H48BrCaN3P2S (ωB97M-V/def2-TZVPD)
N 3.3702 -3.2045 9.7845
C 2.0528 -3.0338 9.7384
C 1.4201 -2.4096 8.6527
C 2.2048 -2.0187 7.5443
C 3.5947 -2.2389 7.6088
C 4.1335 -2.8110 8.7680
C 1.5773 -1.4463 6.3522
Ca -1.3744 0.4955 -0.2457
P -1.2215 -2.8053 -5.5153
C 1.9154 -1.8283 5.0939
C 1.2634 -1.3330 3.8956
C 1.6629 -1.7757 2.6071
C 1.0123 -1.2978 1.4482
C 0.0037 -0.3799 1.6126
C -0.4536 0.0500 2.8368
C 0.2025 -0.4071 3.9984
Br -2.0518 1.1621 -2.7566
H 0.7699 -0.7224 6.5329
H 2.6897 -2.5897 4.9435
H 0.3415 -2.2921 8.6498
H 4.2497 -1.9625 6.7823
H 1.4631 -3.3918 10.5812
H 5.2116 -2.9527 8.8582
H 2.4813 -2.4923 2.5196
H -0.1194 -0.0520 4.9755
H 1.3224 -1.6514 0.4622
H -1.2894 0.7451 2.9510
P 1.2310 1.3813 -0.7749
C -2.1633 -3.4388 -4.0560
C -2.6588 -4.8658 -4.2985
H -3.0061 -2.7506 -3.8984
H -1.5008 -3.3922 -3.1801
H -3.5113 -5.0802 -3.6470
H -2.9810 -5.0036 -5.3369
H -1.8788 -5.6038 -4.0816
C 0.4993 -3.0674 -4.8934
C 1.5175 -3.1926 -6.0261
H 0.4684 -3.9900 -4.2971
H 0.7463 -2.2255 -4.2316
H 2.4156 -3.7012 -5.6598
H 1.1184 -3.7733 -6.8658
H 1.8225 -2.2103 -6.4031
C -1.3746 -0.9905 -5.2412
C -2.4023 -0.3535 -6.1738
H -0.3791 -0.5432 -5.3779
H -1.6672 -0.8460 -4.1905
H -2.2284 0.7257 -6.2326
H -2.3360 -0.7737 -7.1838
H -3.4211 -0.5035 -5.7995
C 1.0906 2.8944 -1.8338
C 1.9457 4.1173 -1.5169
H 0.0226 3.1638 -1.8373
H 1.3142 2.5505 -2.8536
H 1.6812 4.5890 -0.5651
H 3.0157 3.8842 -1.5029
H 1.7898 4.8688 -2.3004
C 2.2994 0.3241 -1.8384
C 3.5547 -0.3052 -1.2382
H 2.5632 0.9460 -2.7067
H 1.6236 -0.4651 -2.2095
H 4.4140 0.3672 -1.3388
H 3.4467 -0.5799 -0.1848
H 3.7885 -1.2245 -1.7876
C 2.3453 1.9069 0.5670
C 1.6241 2.7668 1.6048
H 3.1933 2.4341 0.1050
H 2.7444 0.9970 1.0367
H 1.8968 2.4497 2.6194
H 1.8785 3.8266 1.4869
H 0.5310 2.6786 1.5388
C -4.7607 5.4585 0.0626
N -3.5111 4.6748 0.0206
C -3.4896 3.3318 0.2028
S -2.2698 2.6282 1.1833
N -4.4432 2.5973 -0.4028
C -5.0645 2.9875 -1.6723
H -5.6234 4.8127 -0.0905
H -4.7180 6.2138 -0.7289
H -4.8458 5.9712 1.0286
H -2.7217 5.1252 0.4887
H -4.3906 1.6012 -0.2103
H -4.7451 2.3049 -2.4707
H -6.1565 2.9396 -1.5566
H -4.7660 4.0054 -1.9293
```

Values from the calculation:
relative energy (zero: lowest compared OMol25 entry of this formula, charge and spin)	72.2	kJ/mol
charge	+2
frontier orbital gap (spin up / spin down)	5.3 / 3.3	eV

***

Density functional theory data (ωB97M-V/def2-TZVPD) for a 2-piece molecular cluster, C5H10O2 overall at a distorted geometry.

Geometry as XYZ:
```
17
C5H10O2 (ωB97M-V/def2-TZVPD)
C 0.9035 2.0152 -1.1828
C -1.1976 -0.9753 -0.5874
O 0.0462 -1.2570 -0.9659
C 0.8956 -1.3842 0.0180
C 0.1400 -1.3103 1.2973
C -1.1866 -0.6260 0.8714
O -1.2240 0.7725 1.1357
H 1.3763 2.0772 -2.1656
H 1.2063 2.8719 -0.5759
H -0.1823 2.0183 -1.3146
H -1.8341 -0.5878 -1.3707
H 1.2274 1.0851 -0.7001
H 1.8762 -1.7633 -0.2276
H -0.0975 -2.3312 1.6414
H 0.6390 -0.7780 2.1125
H -2.0353 -1.0253 1.4294
H -0.5532 1.1983 0.5848
```

Values from the calculation:
relative energy (zero: lowest compared OMol25 entry of this formula, charge and spin)	419.0	kJ/mol
frontier orbital gap (spin up / spin down)	8.3 / 8.0	eV

***

Density functional theory data (ωB97M-V/def2-TZVPD) for C13H13N7O5Rh as an isolated structure at a distorted geometry.

Geometry as XYZ:
```
39
C13H13N7O5Rh (ωB97M-V/def2-TZVPD)
Rh -0.3311 0.2296 -0.9577
O -2.9221 -2.7467 3.5424
C -2.4351 -1.9922 2.5547
C -1.7209 -0.8081 2.7827
C -1.2433 -0.1200 1.6943
N -1.4858 -0.5539 0.4595
C -2.1237 -1.6951 0.2152
C -2.6332 -2.4476 1.2450
C -2.1483 -2.0584 -1.2661
O -2.8317 -2.9641 -1.6631
O -1.4115 -1.2577 -1.9901
C -0.3419 1.1072 1.7449
O 0.0411 1.5540 2.7953
O -0.0507 1.5789 0.5560
H -2.7355 -2.3616 4.4077
H -1.5165 -0.4264 3.7753
H -3.1617 -3.3675 1.0369
N 3.0709 -0.4590 1.0385
C 2.4555 -1.5058 1.6890
C 1.3083 -1.7585 1.0060
N 1.2219 -0.8876 -0.0534
C 2.2939 -0.1157 0.0005
C 2.4314 0.9054 -1.0181
N 1.3999 1.1624 -1.8072
C 1.8157 2.1253 -2.6889
C 3.1135 2.4397 -2.4304
N 3.4910 1.6538 -1.3703
H 3.9132 -0.0007 1.3445
H 2.8858 -1.9720 2.5567
H 0.5688 -2.5214 1.1796
H 1.1841 2.5198 -3.4643
H 3.7872 3.1301 -2.9045
H 4.4032 1.6516 -0.9452
N -1.6477 2.6923 -2.3068
N -1.7676 1.3051 -1.9861
H -0.9919 2.7992 -3.0690
H -1.3088 3.1804 -1.4847
H -1.9816 0.7609 -2.8213
H -2.5946 1.2242 -1.3976
```

Values from the calculation:
relative energy (zero: lowest compared OMol25 entry of this formula, charge and spin)	46.9	kJ/mol
charge	+1
frontier orbital gap	9.1	eV

***

Density functional theory data (ωB97M-V/def2-TZVPD) for a 2-piece molecular cluster, C4H4ClF overall at a distorted geometry.

Geometry as XYZ:
```
10
C4H4ClF (ωB97M-V/def2-TZVPD)
C -1.4351 -1.5195 -0.6477
C -0.5686 -0.7490 -0.3408
C -0.0995 0.5296 0.1061
C -1.0627 1.3720 0.2973
F -2.4002 1.0753 0.2307
H -1.7555 -2.4420 -1.1916
H 0.9269 0.7632 0.2570
H -0.9963 2.4869 0.5562
Cl 4.1710 -0.3748 0.5894
H 3.2201 -1.1416 0.1434
```

Values from the calculation:
relative energy (zero: lowest compared OMol25 entry of this formula, charge and spin)	196.6	kJ/mol
frontier orbital gap	10.2	eV
SMILES string	C#C/C=C\F.Cl